C34H31AuN5O2S3 as an isolated structure, computed with ωB97M-V with the def2-TZVPD basis set.

Last column: natural (NBO) charge in e.
Atoms and positions in Å:
Au1 -0.11 0.63 0.81  1.079
C1 0.92 4.22 3.39  -0.684
C2 1.06 2.94 2.62  0.308
N1 0.02 2.34 2.15  -0.317
N2 -1.18 3.01 2.36  -0.385
C3 -2.24 2.29 2.20  -0.074
S1 -2.32 0.62 1.74  -0.160
S2 -3.71 3.15 2.62  0.335
C4 -4.99 2.41 1.56  -0.570
C5 -4.93 2.86 0.12  0.046
C6 -5.47 4.09 -0.25  -0.229
C7 -5.41 4.53 -1.56  -0.198
C8 -4.81 3.73 -2.53  -0.213
C9 -4.28 2.50 -2.18  -0.201
C10 -4.34 2.06 -0.86  -0.249
C11 2.41 2.39 2.41  -0.091
C12 3.48 3.26 2.33  -0.147
C13 4.79 2.80 2.20  -0.143
C14 5.07 1.42 2.20  -0.215
C15 4.06 0.52 2.29  -0.213
C16 2.67 0.95 2.36  0.428
O1 1.76 0.10 2.41  -0.547
H1 0.09 4.15 4.09  0.267
H2 1.83 4.46 3.93  0.225
H3 0.67 5.04 2.70  0.255
H4 -4.99 1.33 1.65  0.242
H5 -5.91 2.77 2.02  0.245
H6 -5.94 4.71 0.51  0.214
H7 -5.83 5.48 -1.83  0.220
H8 -4.77 4.07 -3.55  0.217
H9 -3.84 1.87 -2.93  0.204
H10 -3.95 1.09 -0.59  0.216
H11 3.31 4.32 2.35  0.222
H12 5.60 3.51 2.12  0.227
H13 6.10 1.08 2.14  0.233
H14 4.23 -0.55 2.32  0.232
C17 4.02 1.83 -1.75  -0.807
S3 2.35 1.19 -1.85  1.271
O2 1.83 1.37 -0.44  -1.042
C18 2.70 -0.53 -2.10  -0.314
C19 3.26 -1.30 -1.09  -0.151
C20 3.53 -2.63 -1.33  -0.202
C21 3.23 -3.19 -2.56  -0.178
C22 2.66 -2.42 -3.56  -0.204
C23 2.39 -1.08 -3.33  -0.193
H15 4.62 1.22 -1.08  0.241
H16 3.93 2.84 -1.38  0.250
H17 4.46 1.84 -2.75  0.249
H18 3.47 -0.85 -0.12  0.221
H19 3.98 -3.24 -0.55  0.226
H20 3.44 -4.24 -2.74  0.230
H21 2.43 -2.86 -4.53  0.229
H22 1.94 -0.47 -4.11  0.226
C24 -1.41 -0.99 -3.02  -0.237
C25 -0.82 -0.24 -2.02  0.043
N3 -0.75 -0.70 -0.76  -0.511
C26 -1.25 -1.89 -0.46  0.077
C27 -1.83 -2.73 -1.41  -0.018
C28 -1.92 -2.24 -2.71  -0.145
C29 -2.45 -4.03 -1.09  -0.177
C30 -2.11 -5.02 -0.26  -0.193
C31 -0.96 -5.21 0.63  0.180
C32 -0.93 -6.34 1.45  -0.269
C33 0.17 -6.50 2.28  0.083
N4 1.17 -5.62 2.31  -0.431
C34 1.05 -4.59 1.49  0.261
N5 0.05 -4.34 0.65  -0.470
H23 -1.47 -0.59 -4.02  0.237
H24 -0.42 0.74 -2.20  0.216
H25 -1.21 -2.18 0.58  0.233
H26 -2.40 -2.84 -3.47  0.231
H27 -3.36 -4.21 -1.67  0.219
H28 -2.80 -5.86 -0.24  0.219
H29 -1.73 -7.06 1.44  0.230
H30 0.25 -7.36 2.94  0.209
H31 1.85 -3.86 1.52  0.178

Values from the calculation:
<S²>: 2.0625
LUMO level (spin up / spin down): -2.78 / -4.92 eV
HOMO-LUMO gap (spin up / spin down): 7.38 / 5.67 eV
total charge: +1
multiplicity: 3
total energy: -3068.43139 hartree
HOMO (spin up / spin down): -10.159 / -10.592 eV



C34H31BrCl3FN3OOsSi as an isolated structure at a distorted geometry, computed with ωB97M-V with the def2-TZVPD basis set.

Last column: Löwdin spin population.
Atoms and positions in Å:
Os1 -10.40 -12.97 -5.53  3.076
Br1 -10.42 -16.34 -12.07  -0.001
C1 -10.02 -15.15 -10.72  -0.001
C2 -10.05 -13.80 -11.04  0.011
C3 -9.81 -12.86 -10.07  -0.002
C4 -9.42 -13.20 -8.79  0.022
O1 -9.09 -12.18 -7.92  0.060
C5 -9.39 -14.51 -8.45  0.017
C6 -8.85 -14.96 -7.16  0.052
N1 -8.75 -14.25 -6.10  0.034
C7 -8.01 -14.74 -4.96  0.008
C8 -7.20 -15.83 -5.01  -0.002
C9 -6.53 -16.28 -3.82  0.000
C10 -6.63 -15.65 -2.65  -0.001
C11 -7.46 -14.49 -2.56  0.003
C12 -7.71 -13.80 -1.36  0.005
C13 -8.59 -12.78 -1.32  0.005
C14 -9.20 -12.35 -2.54  0.018
N2 -9.02 -13.01 -3.65  0.107
C15 -8.12 -14.03 -3.72  0.013
C16 -9.66 -15.51 -9.40  0.010
H1 -10.19 -13.49 -12.07  0.001
H2 -9.86 -11.84 -10.37  0.000
H3 -8.45 -16.00 -7.21  0.001
H4 -6.99 -16.33 -5.95  0.000
H5 -5.90 -17.14 -3.94  0.000
H6 -6.16 -16.01 -1.76  0.000
H7 -7.24 -14.13 -0.44  0.000
H8 -8.79 -12.25 -0.40  0.001
H9 -9.92 -11.51 -2.56  0.002
H10 -9.61 -16.55 -9.09  0.000
C17 -12.72 -13.49 -2.32  0.001
C18 -13.06 -14.53 -3.40  0.002
C19 -11.81 -15.40 -3.68  0.025
C20 -13.73 -14.01 -4.69  0.018
C21 -14.79 -14.78 -5.17  -0.002
C22 -15.46 -14.42 -6.33  0.009
C23 -15.10 -13.29 -6.99  -0.002
C24 -14.01 -12.46 -6.59  0.020
C25 -13.72 -11.29 -7.54  0.003
C26 -14.41 -10.03 -7.08  0.001
C27 -12.23 -11.06 -7.91  0.023
C28 -13.35 -12.85 -5.42  0.043
N3 -12.14 -12.16 -5.04  0.217
C29 -12.33 -10.99 -4.32  0.015
C30 -13.55 -10.67 -3.75  0.028
C31 -13.77 -9.50 -3.05  -0.005
C32 -12.70 -8.63 -2.83  0.035
C33 -11.46 -8.97 -3.32  -0.003
C34 -11.30 -10.12 -4.05  0.031
F1 -10.05 -10.40 -4.58  0.049
H11 -12.46 -14.00 -1.41  0.000
H12 -13.57 -12.88 -2.12  0.000
H13 -11.90 -12.84 -2.59  0.001
H14 -13.80 -15.20 -2.97  0.000
H15 -10.89 -14.87 -3.42  0.009
H16 -11.82 -15.69 -4.74  0.007
H17 -11.79 -16.37 -3.10  0.002
H18 -15.12 -15.66 -4.61  0.000
H19 -16.32 -14.99 -6.66  0.001
H20 -15.58 -12.95 -7.92  0.000
H21 -14.23 -11.55 -8.50  0.000
H22 -13.95 -9.64 -6.14  0.000
H23 -15.49 -10.24 -6.94  0.000
H24 -14.30 -9.24 -7.83  0.000
H25 -11.76 -10.47 -7.08  0.003
H26 -12.16 -10.49 -8.83  0.001
H27 -11.77 -12.05 -8.00  0.018
H28 -14.39 -11.33 -3.94  0.001
H29 -14.72 -9.30 -2.63  -0.001
H30 -12.91 -7.69 -2.30  0.002
H31 -10.58 -8.38 -3.09  -0.001
Cl1 -7.36 -10.58 -6.26  0.003
Si1 -8.09 -10.89 -8.09  0.006
Cl2 -8.99 -9.20 -8.74  0.001
Cl3 -6.69 -11.28 -9.49  0.002

Values from the calculation:
<S²>: 6.0166
LUMO level (spin up / spin down): -3.81 / -4.11 eV
HOMO-LUMO gap (spin up / spin down): 6.16 / 6.50 eV
total charge: +1
multiplicity: 5
total energy: -5988.25838 hartree
HOMO (spin up / spin down): -9.966 / -10.605 eV



C34H31MnN9O11 as an isolated structure, computed with ωB97M-V with the def2-TZVPD basis set.

Last column: Löwdin spin population.
Atoms and positions in Å:
Mn1 -0.12 -0.52 -0.34  4.715
O1 -1.77 -1.68 3.18  0.005
C1 -0.73 -1.08 2.63  0.010
O2 -0.12 -1.56 1.70  0.023
C2 -0.33 0.20 3.35  0.001
O3 0.31 1.10 2.50  0.003
C3 -0.54 2.17 2.09  0.001
C4 -1.70 1.77 1.17  0.009
O4 -2.66 2.53 1.15  0.009
O5 -1.54 0.70 0.50  0.051
H1 -1.96 -2.47 2.64  0.000
H2 -1.21 0.63 3.83  0.000
H3 0.37 -0.11 4.13  0.000
H4 -0.94 2.69 2.96  0.000
H5 0.10 2.87 1.54  0.000
C5 5.15 -1.62 -1.74  0.000
N1 4.06 -1.31 -0.82  0.002
C6 3.11 -0.38 -0.91  0.005
N2 2.27 -0.48 0.09  0.021
C7 2.76 -1.54 0.79  0.003
N3 3.84 -2.08 0.28  0.001
C8 4.70 -2.42 -2.94  0.000
C9 5.24 -3.67 -3.19  0.000
C10 4.85 -4.40 -4.31  0.000
C11 3.91 -3.88 -5.19  0.000
C12 3.37 -2.62 -4.94  0.000
C13 3.77 -1.89 -3.83  0.000
C14 2.36 -2.08 -5.85  0.000
N4 1.90 -2.58 -6.94  0.000
N5 0.92 -1.71 -7.40  0.000
C15 0.86 -0.75 -6.54  0.000
O6 1.75 -0.91 -5.53  0.000
C16 -0.02 0.42 -6.53  0.000
C17 -0.94 0.60 -7.56  0.000
C18 -1.79 1.69 -7.52  0.000
C19 -1.74 2.58 -6.46  0.000
C20 -0.82 2.41 -5.43  0.000
C21 -0.79 3.39 -4.27  0.000
N6 -0.15 2.82 -3.10  0.001
C22 -0.56 1.77 -2.39  0.003
N7 0.39 1.41 -1.54  0.028
C23 1.37 2.33 -1.77  0.004
N8 1.10 3.18 -2.73  0.001
C24 0.04 1.33 -5.48  0.000
H6 5.88 -2.18 -1.16  0.000
H7 5.61 -0.68 -2.05  0.000
H8 3.07 0.34 -1.71  0.000
H9 2.30 -1.92 1.68  0.000
H10 5.96 -4.09 -2.50  0.000
H11 5.27 -5.38 -4.49  0.000
H12 3.59 -4.43 -6.06  0.000
H13 3.33 -0.92 -3.65  0.000
H14 -0.98 -0.12 -8.37  0.000
H15 -2.51 1.83 -8.31  0.000
H16 -2.44 3.42 -6.42  0.000
H17 -1.80 3.70 -4.01  0.000
H18 -0.21 4.28 -4.53  0.000
H19 -1.51 1.27 -2.51  0.000
H20 2.29 2.37 -1.21  0.000
H21 0.76 1.16 -4.68  0.000
O7 -1.59 -0.82 -2.22  0.028
C25 -2.16 -1.73 -1.58  0.006
O8 -1.75 -2.15 -0.46  0.028
C26 -3.38 -2.38 -2.19  0.001
C27 -3.64 -2.20 -3.55  0.001
C28 -4.74 -2.81 -4.13  0.000
C29 -5.57 -3.58 -3.34  0.000
C30 -5.34 -3.76 -1.98  0.000
C31 -4.23 -3.15 -1.41  0.001
N9 -6.74 -4.24 -3.96  0.000
O9 -6.95 -4.02 -5.13  0.000
O10 -7.49 -4.86 -3.22  0.000
H22 -2.97 -1.58 -4.13  0.000
H23 -4.96 -2.70 -5.18  0.000
H24 -6.02 -4.36 -1.40  0.000
H25 -4.01 -3.27 -0.36  0.000
C32 -0.07 -3.80 -3.13  0.002
C33 0.57 -3.30 -1.87  0.011
C34 0.73 -4.26 -0.73  0.001
O11 0.90 -2.13 -1.75  0.021
H26 0.58 -4.54 -3.60  0.000
H27 -0.27 -2.97 -3.81  0.000
H28 -1.00 -4.31 -2.87  0.001
H29 0.73 -5.30 -1.06  0.000
H30 -0.11 -4.09 -0.06  0.000
H31 1.65 -4.04 -0.18  0.000

Values from the calculation:
<S²>: 8.7526
LUMO level (spin up / spin down): -0.34 / -0.35 eV
HOMO-LUMO gap (spin up / spin down): 8.17 / 8.31 eV
multiplicity: 6
total energy: -3785.76661 hartree
HOMO (spin up / spin down): -8.510 / -8.658 eV



- Which of these has the lowest multiplicity?
  C34H31AuN5O2S3